{
  "formula": "C56H79Br3HfN9O9",
  "method": "ωB97M-V/def2-TZVPD",
  "elements": ["Br", "C", "H", "H", "N", "C", "C", "C", "C", "N", "C", "C", "H", "H", "O", "C", "C", "Br", "O", "H", "H", "H", "C", "C", "N", "H", "C", "H", "H", "H", "C", "C", "Br", "C", "C", "C", "C", "H", "H", "H", "H", "H", "H", "H", "H", "C", "N", "H", "O", "H", "N", "H", "H", "H", "H", "H", "H", "H", "H", "H", "C", "H", "H", "C", "H", "H", "C", "H", "H", "C", "C", "C", "H", "H", "C", "H", "H", "H", "H", "O", "H", "H", "O", "H", "C", "C", "H", "H", "C", "C", "C", "C", "O", "H", "C", "H", "C", "H", "H", "H", "C", "H", "H", "N", "H", "H", "C", "C", "H", "C", "H", "H", "H", "Hf", "N", "H", "H", "C", "C", "C", "H", "H", "C", "C", "C", "H", "C", "H", "O", "H", "O", "C", "C", "C", "C", "H", "H", "C", "H", "H", "H", "H", "H", "C", "C", "O", "H", "C", "C", "C", "N", "H", "H", "N", "C", "H", "H"],
  "coordinates": [[3.209, -0.262, -3.815], [-1.136, 2.816, -1.006], [-1.478, 3.841, -0.865], [-1.074, -0.378, -3.659], [-1.137, 0.451, -0.048], [-1.781, 1.843, 0.021], [-4.653, -0.982, 3.298], [4.320, 6.008, -3.244], [-2.415, 0.898, 5.746], [6.455, -3.241, -0.300], [1.457, -2.906, 4.815], [6.209, -1.909, 0.233], [5.266, 7.597, 0.709], [-3.202, 1.490, -1.629], [7.319, -3.905, 0.224], [3.079, -1.513, 5.918], [1.920, -2.375, 3.591], [1.435, -3.157, -4.457], [-1.833, -0.914, 4.218], [-0.053, -6.979, -2.115], [-4.975, -4.649, -2.432], [0.753, -6.399, -0.085], [4.161, 7.004, -4.231], [5.590, 0.633, 1.367], [1.231, -2.756, 2.300], [-2.017, 1.773, 6.261], [1.978, 5.782, -3.039], [-4.747, -1.164, 0.164], [4.481, -0.478, 4.562], [0.227, -0.987, -1.977], [0.380, 2.889, -0.900], [-4.319, -4.985, -1.630], [3.940, -2.066, -6.353], [3.531, 4.815, 1.284], [2.020, -2.418, 5.970], [3.027, -1.570, 3.539], [-1.648, -6.037, -3.240], [-1.421, 2.743, -2.055], [-2.683, -6.603, 0.547], [0.338, 0.932, 6.112], [-5.207, -3.577, 1.332], [-3.850, 1.155, -0.050], [5.298, 5.769, -2.852], [-4.801, -4.440, -0.819], [6.206, 5.487, -0.441], [-1.816, -0.802, -5.583], [-1.953, -4.429, -0.715], [-0.069, -5.489, 1.228], [5.774, -3.656, -1.225], [-1.683, -3.893, -3.638], [-1.420, -0.004, -4.530], [-1.147, -6.140, -4.202], [0.787, 0.119, 2.086], [-3.204, -4.727, -3.944], [4.899, 3.481, 0.038], [0.475, -1.816, -0.404], [-3.373, 1.125, 5.280], [0.614, -3.561, 4.979], [-1.741, -1.865, -5.407], [0.720, 3.658, -1.594], [0.697, -0.928, -0.996], [0.736, 6.620, -4.580], [3.274, 4.749, -1.782], [4.642, 4.434, 0.475], [-4.912, 0.518, 1.734], [7.133, 0.108, 2.866], [0.908, 1.455, -1.170], [3.438, -1.146, 6.868], [5.337, 1.626, 1.706], [-0.036, -0.006, 5.703], [3.235, 5.439, -2.612], [-2.359, -4.658, -3.258], [0.711, 3.333, 0.039], [0.756, -0.406, 5.070], [-2.322, -0.017, -6.567], [2.737, 4.198, 1.679], [-0.834, 2.396, 1.879], [1.745, -0.909, -1.295], [-0.143, -0.615, 6.601], [-1.674, -0.526, 0.876], [0.168, -5.265, -2.379], [2.994, 6.834, 2.042], [1.833, -2.923, 1.259], [1.805, -1.016, -5.816], [5.009, 0.206, 0.182], [-1.339, 0.232, 4.893], [-4.382, -6.068, -1.526], [-6.955, 1.339, 3.806], [-4.681, -1.460, 1.200], [-2.012, -6.955, -0.236], [4.798, 6.626, 0.787], [0.082, -5.573, 0.152], [6.452, 7.293, -4.627], [4.343, 0.901, -0.308], [3.615, -1.112, 4.685], [-2.557, -7.503, -1.005], [0.324, 0.380, -0.167], [-2.503, 2.125, 2.096], [-6.314, 2.705, -0.084], [-4.422, 3.810, 1.487], [2.814, 7.241, -4.692], [-1.276, 2.106, -4.259], [3.416, -1.258, 2.581], [-4.734, -0.427, 2.042], [2.590, 7.886, -5.529], [-1.123, 1.016, 4.166], [-1.796, 2.569, 1.395], [-7.047, 1.726, 1.723], [-3.714, 2.769, -0.550], [1.149, 0.592, 1.174], [7.670, -1.986, 1.904], [-4.945, -3.027, 4.053], [1.089, 1.643, 1.455], [-2.303, -2.372, 2.401], [5.366, 5.526, 0.118], [-2.355, -6.844, -3.046], [0.573, -4.615, -0.020], [-2.260, 1.280, -6.132], [5.204, -1.047, -0.345], [-4.916, -2.657, 1.816], [-2.780, -0.320, -7.497], [1.136, 5.429, -2.461], [-3.178, 1.821, -0.591], [6.557, -0.142, 1.988], [-0.578, -6.025, -2.146], [1.991, 1.570, -1.147], [-3.277, -2.747, -1.981], [-2.010, 3.635, 1.472], [0.020, -2.900, 2.345], [-5.048, 3.018, 4.000], [-2.391, -4.045, 0.623], [-6.210, 2.555, 0.980], [-2.967, -4.232, -1.806], [-4.799, -2.380, 3.201], [-1.577, 1.313, -4.928], [-7.903, 1.170, 1.368], [-2.652, 0.164, 6.516], [-1.189, -5.715, -0.723], [-2.742, 2.136, -6.582], [0.601, 1.282, -2.201], [-1.409, -7.686, 0.304], [-3.922, -2.296, -1.228], [2.199, 0.308, 1.096], [-5.237, 3.171, 1.792], [1.734, 6.529, -4.177], [5.052, 8.677, -5.547], [4.627, -1.387, -1.192], [6.913, -1.395, 1.410], [-5.475, 2.702, 3.059], [2.469, -1.574, -5.156], [5.331, 7.737, -4.811], [-3.826, -2.740, -2.923], [1.718, -2.773, 6.945], [-6.577, 1.847, 3.020], [3.703, 6.246, 1.478], [-4.927, -0.451, 4.197], [-2.370, -2.143, -1.966]],
  "forces_ev_per_angstrom": [[-0.8, -1.1, -0.8], [1.5, 1.1, 0.5], [-0.5, 0.0, 0.8], [0.1, 0.4, -0.1], [-0.6, 0.8, -0.1], [-0.3, 0.7, -1.1], [-1.8, 0.2, 0.6], [1.1, 1.0, -0.1], [0.0, -1.1, 1.1], [-0.3, -0.7, -0.4], [-0.5, 0.6, -0.6], [-0.6, 3.4, 1.9], [-0.1, -0.1, -0.1], [0.3, -0.1, 0.0], [0.6, 0.0, 0.5], [0.1, 0.1, -0.3], [-0.9, -1.4, 0.2], [1.0, 1.5, -0.3], [-0.3, -1.7, -1.3], [-0.1, -0.1, 0.2], [0.1, -0.4, -0.5], [0.1, 0.1, 0.2], [-2.0, -0.8, 0.5], [0.6, 0.2, -0.1], [0.7, 0.0, -0.4], [-0.1, 0.2, -0.1], [-1.2, -0.6, 0.1], [0.2, -0.6, -0.1], [0.0, 0.1, 0.4], [-0.7, 0.2, 0.3], [-0.4, -0.4, -0.1], [-0.3, 1.6, 0.1], [-0.5, -0.2, 0.5], [2.4, 0.7, -1.2], [1.3, 0.1, 0.0], [-0.1, 0.2, -1.3], [0.4, 1.3, 0.5], [0.0, -1.2, -0.1], [-0.4, 0.1, -0.2], [0.0, 0.4, -0.2], [0.6, 0.0, 0.0], [0.0, -0.3, 0.1], [0.2, 0.1, -0.3], [0.0, -0.7, 0.7], [-0.2, 0.3, 0.3], [0.3, -0.9, 1.6], [0.7, 0.3, -0.4], [-0.5, -0.6, 0.1], [-0.1, 0.8, 0.2], [0.1, 0.1, 0.2], [0.3, 0.3, -1.4], [-0.2, -0.5, -0.2], [-0.5, -0.6, -0.3], [-0.1, 0.2, 0.0], [-0.1, -0.1, 0.1], [0.0, -0.1, -0.3], [0.3, 0.1, -0.5], [-0.1, -0.1, -0.8], [-0.1, 0.0, -0.5], [0.3, -0.4, -0.5], [0.0, 0.2, 1.4], [0.0, 0.3, 0.0], [0.6, 0.1, 0.1], [-2.0, -0.4, 0.6], [0.5, 0.4, 0.3], [-0.3, 0.5, 0.1], [-1.0, 2.2, 0.6], [0.4, 0.1, -0.1], [0.0, 0.0, 0.3], [-0.4, 0.4, -0.2], [-0.5, 0.3, -0.2], [-0.2, -0.9, 1.8], [-0.1, -0.4, 0.5], [-0.3, 0.0, 0.0], [-0.8, -1.4, -1.0], [0.2, -0.1, -0.1], [0.1, 0.2, 0.0], [0.3, -0.1, 0.6], [-0.3, -0.5, -0.2], [-0.3, -0.1, 0.6], [0.1, 0.2, 0.0], [0.4, 0.3, 0.0], [0.5, 0.4, 1.2], [-0.1, -0.1, 0.6], [-0.4, 0.3, 0.3], [-0.2, 0.0, -0.8], [0.4, 0.2, 0.1], [0.1, 0.3, -0.1], [-1.5, 0.6, -3.2], [0.2, 0.5, 0.6], [1.4, 0.4, -1.1], [-0.4, 0.7, 0.3], [-0.6, 0.4, 0.3], [-0.3, -0.1, -0.1], [-0.1, -0.2, 1.2], [-0.1, 0.3, -0.1], [1.6, -0.2, -1.3], [-0.2, -0.4, -0.1], [0.0, 0.0, 0.0], [-0.2, 0.0, 0.1], [1.2, -0.4, -0.6], [-0.2, 0.1, -0.2], [0.0, 0.0, -0.2], [0.7, -1.2, 2.4], [0.5, 0.3, 0.0], [0.5, -0.1, -0.6], [0.4, -1.3, 0.8], [1.6, 1.5, 0.0], [0.5, 0.4, 0.0], [-0.7, -0.2, -0.2], [0.0, -0.2, -0.2], [0.0, 0.0, -0.1], [0.3, 0.2, -0.3], [2.1, 2.3, -2.3], [-1.0, 0.8, 1.5], [0.0, 0.0, -0.3], [0.1, -0.1, -0.7], [0.7, 2.5, 1.0], [1.7, -1.9, 0.3], [0.7, -0.7, -0.1], [0.1, -0.2, 0.1], [-0.1, -0.3, -0.1], [-1.3, -1.2, 0.6], [0.5, -1.9, -1.1], [-1.2, 0.5, 0.3], [0.2, -0.9, 0.2], [-0.3, -0.2, 0.2], [0.1, 0.1, -0.8], [-1.5, 0.1, 0.6], [0.1, -0.3, 0.0], [-0.2, 0.9, 0.6], [-0.9, -0.6, -1.0], [0.7, -1.0, -0.4], [0.2, 1.0, 0.4], [-0.8, -0.6, 0.8], [0.1, -0.1, 0.5], [-0.2, 0.0, 0.4], [0.5, -0.6, 0.2], [0.4, 0.0, -0.2], [0.1, -0.5, 0.0], [0.5, 0.0, -0.3], [0.0, -0.4, 0.1], [0.1, 0.0, -0.4], [-0.2, -0.6, 0.6], [1.3, 0.7, 0.6], [0.4, -0.5, 0.8], [0.1, -0.1, -0.1], [-1.6, -0.4, -1.5], [-0.8, -0.1, 0.3], [0.3, 0.0, 0.0], [-0.8, -0.4, -1.0], [0.1, 0.7, -0.2], [-0.3, 0.0, -0.1], [0.0, 0.0, -0.1], [-1.0, -1.8, 0.0], [0.9, 0.3, -0.1], [0.1, -0.1, -0.3]],
  "largest_force_ev_per_a": 3.9,
  "total_charge": 0,
  "homo_energy_ha": [-0.2363, -0.2409],
  "s2": 0.75,
  "multiplicity": 2
}